Entry from the OMol25 dataset: C15H13Cl2N3O2 in the gas phase (ωB97M-V/def2-TZVPD).

CARTESIAN COORDINATES (ANGSTROEM)
Cl 1.46271 2.93406 -2.84134
Cl -2.43981 0.87887 0.24392
O -0.04015 -2.32607 4.63812
O -0.79508 -3.68220 0.13634
N 1.39451 1.02059 4.92069
N -0.56567 -1.67093 1.16913
N 0.87583 -0.18577 5.29886
C -1.71522 -1.90541 -1.06933
C 0.56494 -2.11469 -2.99967
C 0.76462 0.34699 -2.94633
C 0.49098 1.57756 -2.38271
C 1.31188 0.36008 2.61415
C -0.95665 -2.46090 0.11812
C -0.37165 -2.91517 3.36670
C 0.56002 -1.12348 4.39083
C -1.23922 0.60523 -1.00466
C 0.30665 -2.06921 2.26151
C -0.99182 -0.65097 -1.52655
C 1.61070 1.27126 3.60106
C 0.74999 -0.88247 3.01926
C 0.07632 -0.78080 -2.48114
C -0.46667 1.69217 -1.39207
H 1.31135 -2.04953 -3.82038
H -0.83255 -0.69566 1.13880
H -1.81634 -2.63588 -1.87390
H -0.66162 2.66386 -0.99812
H 1.17110 -2.59407 1.84533
H 1.56366 0.22518 -3.67107
H 1.53344 0.54773 1.56822
H 2.03685 2.24746 3.34844
H -2.75199 -1.73267 -0.74550
H -0.24648 -2.70684 -3.41494
H 1.07560 -2.71127 -2.21265
H -1.44991 -2.89275 3.26698
H -0.01371 -3.93443 3.37060

Summary:
- SMILES: Cc1cc(Cl)cc(Cl)c1CC(=O)N[C@@H]1COc2nnccc21
- Electronic energy: -1814.50989 a.u.
- Charge: 0
- Spin multiplicity: 1
- HOMO energy: -9.389 eV
- Relative energy (zero: lowest compared OMol25 entry of this formula, charge and spin): 0.000 eV
- E_LUMO: -0.02 eV
- Maximum force: 0.0528 hartree/bohr